Run w
Formula: C3H14N3O
Source: the Open Molecules 2025 dataset
Level of theory: ωB97M-V with the def2-TZVPD basis set

Structure (XYZ):
```
21
Properties=species:S:1:pos:R:3
H 1.69 -0.58 0.32
H -0.37 1.44 1.09
H 1.35 1.58 0.86
N -1.19 -0.60 -0.94
H -0.10 0.83 -1.91
H -1.69 0.18 -3.56
N 0.89 -0.91 0.85
H -1.11 -1.37 -3.64
C -0.33 -0.26 -2.05
H 0.56 -0.93 -2.00
C 0.71 -0.07 2.07
N -0.84 -0.37 -3.43
H -1.72 -1.43 -1.14
H 0.02 -0.84 0.12
O 0.71 2.29 2.64
H 0.07 2.12 3.33
H -1.79 0.13 -0.60
H 1.60 -0.20 2.71
C 0.60 1.35 1.60
H -0.15 -0.47 2.61
H 1.08 -1.90 1.07
```

Calculated values
molar mass = 108.165 g/mol
total charge = +1
HOMO = -13.37 eV


Run x
Formula: C3H14N3O
Source: the Open Molecules 2025 dataset
Level of theory: ωB97M-V with the def2-TZVPD basis set

Structure (XYZ):
```
21
Properties=species:S:1:pos:R:3
H 1.99 2.49 -1.17
H -2.10 -0.24 1.52
N 1.41 1.79 -0.71
H -0.55 0.37 1.53
H -0.97 -1.08 2.25
O -0.33 3.43 -0.93
C 0.29 2.49 -0.06
H -1.10 2.99 -1.33
H 1.29 -1.02 0.17
H -0.99 -0.58 -0.64
H 1.50 -2.89 -1.29
H 0.77 -2.33 1.22
H -0.04 -2.69 -1.54
H 1.08 1.10 -1.42
N -1.14 -0.50 1.45
N 0.61 -2.90 -0.79
H 0.70 3.03 0.81
H -1.62 -2.10 0.19
H -0.48 1.78 0.28
C -0.87 -1.29 0.20
C 0.55 -1.84 0.25
```

Calculated values
molar mass = 108.165 g/mol
total charge = +1
HOMO = -13.23 eV


What should be chosen as the most stable of them? Choose run w.


Run w
Formula: C4H7N3
Source: the Open Molecules 2025 dataset
Level of theory: ωB97M-V with the def2-TZVPD basis set

Structure (XYZ):
```
14
Properties=species:S:1:pos:R:3
H -0.79 1.57 -2.51
H 1.77 0.45 2.38
H 0.19 1.42 0.70
C 1.34 -0.18 1.59
C 0.04 0.41 1.08
H -0.63 -1.36 0.11
H -0.70 0.47 1.89
H 2.07 -0.27 0.78
N -0.51 -0.37 -0.01
H 1.19 -1.18 2.02
N -1.49 -1.64 -3.01
N -0.57 1.39 -1.54
C -1.16 -0.86 -2.22
C -0.73 0.15 -1.25
```

Calculated values
molar mass = 97.121 g/mol
HOMO = -9.59 eV
SMILES = [H]/N=C(\C#N)NCC


Run x
Formula: C4H7N3
Source: the Open Molecules 2025 dataset
Level of theory: ωB97M-V with the def2-TZVPD basis set

Structure (XYZ):
```
14
Properties=species:S:1:pos:R:3
H -1.25 2.01 -0.31
N -0.65 1.22 -0.14
N 2.43 -0.57 0.31
N -2.53 -0.26 -0.11
H -2.75 -1.08 -0.67
H 2.66 -1.34 -0.30
H -2.91 -0.41 0.82
H 1.30 2.13 -0.10
C 0.72 1.21 -0.06
C -1.13 -0.06 -0.06
H -0.09 -1.98 0.23
C -0.05 -0.90 0.10
H 3.12 0.16 0.17
C 1.12 -0.09 0.10
```

Calculated values
molar mass = 97.121 g/mol
HOMO = -7.43 eV
SMILES = Nc1c[nH]c(N)c1


Run y
Formula: C4H7N3
Source: the Open Molecules 2025 dataset
Level of theory: ωB97M-V with the def2-TZVPD basis set

Structure (XYZ):
```
14
Properties=species:S:1:pos:R:3
N 0.16 0.63 1.11
C -0.58 0.01 2.22
H 0.71 -1.29 0.47
N -0.12 1.82 0.52
C 0.30 0.33 -1.02
H 0.22 0.33 -3.14
C 0.47 -0.29 0.17
N 0.01 1.65 -0.76
H 0.12 -0.43 2.93
H -0.48 -1.12 -2.37
H -1.25 0.74 2.66
H -1.19 -0.82 1.82
C 0.33 -0.37 -2.32
H 1.28 -0.91 -2.39
```

Calculated values
molar mass = 97.121 g/mol
HOMO = -9.35 eV
SMILES = Cc1cn(C)nn1


Run z
Formula: C4H7N3
Source: the Open Molecules 2025 dataset
Level of theory: ωB97M-V with the def2-TZVPD basis set

Structure (XYZ):
```
14
Properties=species:S:1:pos:R:3
H 2.37 -1.45 -0.66
N 2.25 -0.66 -0.04
H -0.23 -1.49 1.10
N -2.66 0.17 0.04
C -1.40 0.12 0.17
H -3.24 -0.63 -0.02
N -0.75 1.34 0.28
H -0.55 -1.70 -0.63
C 0.62 1.17 0.01
H -1.27 2.12 -0.09
H 2.95 0.04 -0.25
C 0.95 -0.12 -0.07
C -0.31 -0.95 0.14
H 1.27 2.04 0.02
```

Calculated values
molar mass = 97.121 g/mol
HOMO = -7.39 eV
SMILES = [H]/N=C1\CC(N)=CN1


What should be chosen as the most stable of them? Choose run x.


Run w
Formula: C4H7N3
Source: the Open Molecules 2025 dataset
Level of theory: ωB97M-V with the def2-TZVPD basis set

Structure (XYZ):
```
14
Properties=species:S:1:pos:R:3
H -0.16 -0.97 1.59
H 1.30 0.97 -1.40
H 3.18 0.28 -0.20
C -0.13 0.01 -0.42
C -2.07 -0.42 0.53
N 1.19 0.24 -0.71
C 2.22 0.08 0.28
H -3.08 0.07 -1.22
N -2.20 0.05 -0.73
H 2.11 0.73 1.16
H 2.23 -0.96 0.62
H -2.84 0.11 1.06
C -0.70 -0.54 0.76
N -1.05 0.35 -1.32
```

Calculated values
molar mass = 97.121 g/mol
HOMO = -7.80 eV
SMILES = CNc1cc[nH]n1


Run x
Formula: C4H7N3
Source: the Open Molecules 2025 dataset
Level of theory: ωB97M-V with the def2-TZVPD basis set

Structure (XYZ):
```
14
Properties=species:S:1:pos:R:3
H -0.86 1.99 0.68
H 0.22 -1.06 -1.77
C 0.45 1.10 -0.68
N -1.98 -0.63 0.73
C -0.85 0.00 0.15
C 0.06 -0.30 -1.03
H -2.79 -0.42 0.14
N 1.83 -0.78 0.77
H 2.45 -0.21 1.34
C 0.71 -0.07 0.27
N -0.90 1.43 -0.18
H -1.88 -1.63 0.76
H 1.15 1.76 -1.17
H 2.37 -1.17 0.00
```

Calculated values
molar mass = 97.121 g/mol
HOMO = -8.44 eV


What should be chosen as the most stable of them? Choose run w.


Run w
Formula: C4H7N3
Source: the Open Molecules 2025 dataset
Level of theory: ωB97M-V with the def2-TZVPD basis set

Structure (XYZ):
```
14
Properties=species:S:1:pos:R:3
N 2.49 -0.31 0.00
H -2.32 0.55 1.77
C -0.94 -0.52 -0.99
H 2.96 0.18 -0.76
C -1.13 0.09 0.22
H 0.87 -1.24 -1.87
C 0.16 0.33 0.80
H -2.75 1.30 0.39
H 0.36 0.83 1.74
H -1.64 -0.87 -1.73
N -2.40 0.43 0.77
H 2.84 0.05 0.87
N 0.43 -0.66 -1.17
C 1.09 -0.18 -0.08
```

Calculated values
molar mass = 97.121 g/mol
HOMO = -7.34 eV
SMILES = Nc1c[nH]c(N)c1


Run x
Formula: C4H7N3
Source: the Open Molecules 2025 dataset
Level of theory: ωB97M-V with the def2-TZVPD basis set

Structure (XYZ):
```
14
Properties=species:S:1:pos:R:3
C 0.02 -0.53 -1.31
H 0.53 1.55 0.00
H -0.43 0.04 2.51
N -0.69 -0.08 -0.24
H 1.41 -0.43 -2.59
H -1.41 -0.67 0.13
H 1.17 -0.12 1.77
H 0.68 1.42 2.50
C 0.33 0.56 1.92
N -0.84 -2.79 -2.33
H -1.07 1.72 0.73
C -0.49 -1.79 -1.87
C -0.24 1.03 0.58
N 1.04 0.07 -1.79
```

Calculated values
molar mass = 97.121 g/mol
HOMO = -9.62 eV
SMILES = [H]/N=C(\C#N)NCC


What should be chosen as the most stable of them? Choose run w.


Run w
Formula: C4H10NO
Source: the Open Molecules 2025 dataset
Level of theory: ωB97M-V with the def2-TZVPD basis set

Structure (XYZ):
```
16
Properties=species:S:1:pos:R:3
C 0.98 0.16 0.06
H 1.90 0.95 -1.73
H -3.36 1.27 -0.77
H 2.37 1.59 -0.01
H 0.56 -1.49 1.11
H -2.02 -1.41 0.02
H 1.28 -0.06 2.12
H -2.02 0.11 1.01
H 2.31 -0.99 1.25
O -0.16 0.34 -0.39
C -2.22 -0.37 0.06
C 1.29 -0.72 1.15
H -2.96 -0.29 -1.66
N -2.98 0.28 -0.82
C 2.17 0.73 -0.72
H 2.85 -0.09 -0.68
```

Calculated values
molar mass = 88.130 g/mol
total charge = +1
HOMO = -14.05 eV


Run x
Formula: C4H10NO
Source: the Open Molecules 2025 dataset
Level of theory: ωB97M-V with the def2-TZVPD basis set

Structure (XYZ):
```
16
Properties=species:S:1:pos:R:3
C 0.37 -1.45 0.97
H -1.16 -2.08 -0.23
H 2.28 -1.80 1.71
H 0.05 1.84 -1.33
H 2.30 -0.83 0.29
C -1.06 1.72 -0.97
H -1.08 3.80 -1.43
H 1.89 -0.12 1.69
H 0.05 -1.40 -1.27
C -0.29 -1.43 -0.27
O -1.67 0.81 -0.43
C 1.75 -1.07 1.18
H -0.23 -1.69 1.81
N -1.57 2.93 -1.00
H -0.93 -0.29 -0.28
H -2.52 3.01 -0.73
```

Calculated values
molar mass = 88.130 g/mol
total charge = +1
HOMO = -14.82 eV


What should be chosen as the most stable of them? Choose run w.


Run w
Formula: C4H10NO
Source: the Open Molecules 2025 dataset
Level of theory: ωB97M-V with the def2-TZVPD basis set

Structure (XYZ):
```
16
Properties=species:S:1:pos:R:3
H -1.38 1.49 0.87
H 1.91 -0.69 -0.33
H 3.57 -0.94 0.03
C 0.00 0.18 0.02
C -2.11 -0.91 0.12
C -0.35 1.53 0.53
H -2.05 -1.09 1.20
H -1.26 -0.17 -1.70
H -0.53 -1.65 -0.97
O -3.17 -1.13 -0.39
C -0.93 -0.64 -0.77
H 2.80 0.67 -0.16
H 0.64 -0.37 0.70
H 0.33 1.73 1.37
H -0.31 2.32 -0.25
N 2.84 -0.33 -0.26
```

Calculated values
molar mass = 88.130 g/mol
total charge = +1
HOMO = -13.76 eV


Run x
Formula: C4H10NO
Source: the Open Molecules 2025 dataset
Level of theory: ωB97M-V with the def2-TZVPD basis set

Structure (XYZ):
```
16
Properties=species:S:1:pos:R:3
C 1.55 1.02 1.23
C 1.09 0.36 -0.08
O -3.08 -0.50 -0.81
H 2.88 0.36 -1.08
H -3.27 -1.39 -1.05
H -0.05 -1.91 1.13
H 1.49 0.30 2.05
H -0.86 -0.06 -0.88
H 1.27 0.43 -2.15
C 1.81 0.27 -1.21
N -0.25 -0.16 -0.06
H -3.69 0.10 -1.29
C -0.60 -1.01 0.84
H 2.51 1.51 1.04
H 0.86 1.85 1.37
H -1.67 -1.18 0.95
```

Calculated values
molar mass = 88.130 g/mol
total charge = +1
HOMO = -14.02 eV


Run y
Formula: C4H10NO
Source: the Open Molecules 2025 dataset
Level of theory: ωB97M-V with the def2-TZVPD basis set

Structure (XYZ):
```
16
Properties=species:S:1:pos:R:3
H 0.50 -2.83 0.68
H 1.84 1.21 -0.53
H -1.21 -2.31 0.37
H -0.24 1.04 1.30
H 0.47 1.70 -1.37
C 0.00 0.67 0.20
H 1.04 2.54 0.06
C 0.53 -0.77 0.11
N 0.88 1.65 -0.41
O -1.40 1.36 -1.76
C -0.22 -2.01 0.81
H 0.52 -1.00 -1.07
H -0.41 -1.84 1.91
H -2.33 0.46 -0.26
C -1.43 0.84 -0.62
H 1.46 -0.69 0.58
```

Calculated values
molar mass = 88.130 g/mol
total charge = +1
HOMO = -15.22 eV
SMILES = CC[C@@H]([NH3+])C=O


What should be chosen as the most stable of them? Choose run y.